The following is a DFT calculation (the ωB97M-V functional and the def2-TZVPD basis) of a cluster of 11 separate species, C33H88O33S11 in total.

```
165
Properties=species:S:1:pos:R:3:forces:R:3
C -9.334 7.863 20.389 2.278 1.410 -0.041
C -10.173 8.802 19.553 -0.720 -0.943 0.404
O -9.331 9.693 18.857 0.808 -0.088 -1.537
S -9.183 11.157 19.364 0.127 0.734 -0.268
C -10.608 11.984 18.702 0.205 -0.162 0.544
O -9.164 11.169 20.774 -1.039 -0.273 2.199
O -7.987 11.679 18.814 0.643 0.312 -1.546
H -8.682 7.252 19.763 -0.086 -0.045 -0.142
H -9.927 7.227 20.981 -0.832 -0.740 0.845
H -8.603 8.462 21.051 -1.358 -0.804 -0.844
H -10.809 8.255 18.806 0.574 0.640 0.661
H -10.763 9.423 20.208 -0.746 -0.159 0.253
H -10.536 12.988 19.140 -0.274 -0.219 -0.261
H -11.558 11.492 18.993 0.692 0.277 -0.057
H -10.450 12.007 17.632 -0.138 0.124 -0.173
C -4.262 16.372 26.462 0.383 -0.478 -0.508
C -4.496 16.793 25.003 0.312 0.700 0.860
O -3.369 16.271 24.292 0.187 0.214 -0.430
S -2.268 17.259 23.725 -1.027 0.885 0.545
C -2.962 17.648 22.184 -1.558 -0.549 0.118
O -2.123 18.460 24.491 -0.612 -0.037 0.210
O -1.156 16.429 23.586 2.227 -1.539 -0.649
H -4.121 15.293 26.520 -0.612 -0.151 -0.033
H -5.060 16.717 27.064 -1.055 -0.029 0.717
H -3.349 16.724 26.958 -0.010 0.601 -0.807
H -5.411 16.415 24.499 0.546 -0.050 0.689
H -4.493 17.898 24.942 -0.054 -0.462 -0.063
H -3.974 18.071 22.400 0.796 -0.290 -0.403
H -3.038 16.723 21.602 -0.151 0.295 0.128
H -2.349 18.347 21.681 0.612 0.808 -0.421
C -3.200 6.015 21.203 1.577 -0.001 0.712
C -1.888 6.893 20.996 -1.861 -0.551 -0.265
O -2.125 8.039 21.816 0.437 1.740 -0.840
S -1.569 9.483 21.288 0.659 -0.716 1.409
C -0.038 9.526 22.283 -0.797 0.898 0.104
O -1.107 9.496 19.912 -1.069 -0.391 1.281
O -2.607 10.369 21.796 1.399 -0.416 -0.860
H -3.899 6.209 20.360 0.156 0.086 1.089
H -3.554 6.196 22.295 0.186 -0.160 -2.176
H -2.890 4.954 21.155 -0.292 0.378 -0.049
H -0.963 6.444 21.309 0.289 -0.552 0.321
H -1.771 7.238 19.969 -0.180 -0.295 -0.054
H 0.552 8.614 22.166 -0.295 0.116 -0.399
H -0.344 9.606 23.331 0.053 0.089 -0.225
H 0.517 10.423 21.963 -0.192 -0.386 0.126
C 1.152 17.093 20.720 -0.902 -0.558 0.389
C 1.743 15.795 20.170 -0.131 0.826 0.059
O 0.736 14.767 20.216 -0.046 -0.172 -0.370
S 1.167 13.283 19.885 -2.116 -0.884 2.191
C 1.381 13.247 18.203 0.394 0.634 -1.314
O 2.413 12.984 20.508 0.482 0.021 0.200
O -0.014 12.520 20.254 1.217 0.312 -0.356
H 0.301 17.525 20.111 1.231 -0.632 0.405
H 1.998 17.762 20.791 -0.005 0.576 -0.042
H 0.765 16.917 21.734 0.114 0.115 -0.172
H 1.986 16.048 19.134 0.275 -0.596 -0.106
H 2.617 15.424 20.740 -0.404 0.456 -0.366
H 1.973 14.182 18.034 -0.081 -1.137 -0.528
H 0.415 13.327 17.710 -0.033 0.095 -0.002
H 1.851 12.279 17.951 0.106 0.760 -0.005
C -4.903 12.477 15.025 -0.488 1.304 0.679
C -6.275 12.633 15.609 -1.442 -0.851 0.453
O -6.832 13.966 15.179 -0.246 -1.211 0.939
S -8.177 14.490 15.916 1.223 -1.133 0.026
C -7.561 15.185 17.447 1.066 0.243 -0.932
O -8.636 15.538 15.054 -0.269 -0.526 0.500
O -8.979 13.334 16.314 0.675 1.627 -0.833
H -4.909 12.525 13.946 0.147 -0.209 -0.194
H -4.451 11.609 15.447 0.293 -1.049 -0.121
H -4.321 13.287 15.439 0.496 0.475 -0.216
H -6.939 11.792 15.272 0.241 1.171 -0.106
H -6.289 12.496 16.724 0.144 0.707 -0.817
H -7.258 14.373 18.089 0.085 -0.176 0.247
H -8.418 15.684 17.774 -1.606 0.532 1.067
H -6.810 16.004 17.393 -0.193 -0.931 -0.592
C -4.330 10.255 25.474 0.402 1.037 1.987
C -4.826 11.584 26.021 0.838 -0.438 1.505
O -6.060 11.784 25.370 -1.036 0.544 -0.239
S -7.143 12.762 25.986 -1.022 -0.939 2.294
C -8.626 11.928 25.459 1.014 0.748 0.263
O -7.116 12.667 27.451 0.299 -0.077 -2.018
O -7.076 14.055 25.412 0.463 0.883 -0.729
H -3.254 10.142 25.682 -0.569 -0.344 -0.249
H -4.611 10.201 24.480 0.246 -0.002 -2.354
H -4.973 9.531 25.929 0.165 -0.911 0.620
H -4.979 11.523 27.124 -0.018 0.069 -0.750
H -4.164 12.427 25.855 0.191 0.163 -0.327
H -8.973 12.111 24.457 -0.004 0.478 -0.266
H -9.259 12.238 26.255 -1.131 0.333 0.249
H -8.430 10.908 25.594 0.216 -1.542 0.146
C -8.565 14.543 21.206 -1.648 1.106 0.139
C -9.694 15.590 21.567 0.832 1.695 -1.484
O -11.040 15.374 20.899 1.527 -0.648 1.050
S -12.071 14.458 21.644 -2.125 -0.162 0.700
C -13.382 15.638 22.184 0.027 -2.056 -3.157
O -12.671 13.632 20.621 0.512 0.272 0.725
O -11.534 13.879 22.859 0.182 0.340 -1.091
H -8.500 14.592 20.121 0.074 -0.795 -0.062
H -8.792 13.561 21.654 0.021 0.321 -0.637
H -7.589 14.867 21.576 -0.232 0.258 0.222
H -9.794 15.675 22.652 -0.388 0.097 -0.286
H -9.534 16.628 21.057 0.413 -1.834 1.343
H -12.980 16.324 22.859 0.425 1.244 0.847
H -14.113 14.971 22.605 -0.222 -0.130 0.534
H -13.838 15.994 21.215 0.685 0.224 1.209
C -0.627 6.903 15.712 0.856 1.223 -0.530
C -0.904 7.883 16.852 0.131 -0.697 0.783
O -0.464 9.256 16.591 -0.396 -0.067 0.213
S -1.494 10.421 16.229 1.429 -0.222 -0.491
C -1.930 11.208 17.713 -0.148 -0.298 0.066
O -0.743 11.284 15.376 0.467 0.633 0.053
O -2.655 9.833 15.701 -2.009 -1.078 -0.799
H -0.912 5.936 16.069 -0.028 -0.757 0.265
H 0.458 6.913 15.460 -0.719 -0.138 0.134
H -1.193 7.079 14.787 0.066 0.270 0.363
H -1.967 7.800 17.147 0.523 0.605 -0.125
H -0.277 7.562 17.728 -0.635 0.437 -0.696
H -2.765 11.922 17.491 0.907 -0.626 0.337
H -1.028 11.628 18.143 -0.181 0.446 0.113
H -2.195 10.359 18.342 -0.504 0.306 0.131
C -7.304 8.991 16.081 -2.394 0.290 -0.668
C -5.808 8.896 15.992 -0.159 -1.853 2.507
O -5.237 9.455 17.280 -0.338 1.021 -1.928
S -5.065 8.608 18.559 -1.241 -0.053 -0.683
C -5.285 9.888 19.688 1.662 0.582 0.913
O -6.123 7.663 18.641 -1.147 -0.760 0.339
O -3.769 8.050 18.592 2.030 -0.245 0.352
H -7.880 8.696 15.098 1.376 0.196 1.848
H -7.557 10.048 16.209 0.074 0.110 -0.135
H -7.806 8.561 16.987 0.846 -0.264 -1.023
H -5.426 7.847 15.999 -0.271 0.884 -0.694
H -5.467 9.523 15.206 0.896 0.272 -0.467
H -4.519 10.690 19.470 -0.934 -0.861 0.568
H -5.246 9.464 20.697 0.673 0.060 -0.144
H -6.271 10.255 19.622 -1.097 0.645 -0.661
C -0.225 14.377 13.787 2.613 1.612 -1.291
C -1.301 14.415 14.746 -1.808 -0.960 0.321
O -1.191 15.573 15.583 0.603 0.341 0.853
S -1.720 15.549 17.075 -1.977 -0.269 -1.529
C -3.395 16.148 16.926 0.020 0.231 -0.073
O -1.827 14.176 17.500 0.587 0.345 0.294
O -0.995 16.538 17.789 0.586 -0.035 0.304
H 0.722 14.727 14.286 -0.689 -0.452 -0.706
H -0.468 15.050 12.944 0.519 -0.064 0.350
H -0.071 13.407 13.348 -0.003 -0.541 0.132
H -2.196 14.562 14.155 -0.756 -0.294 0.309
H -1.327 13.468 15.288 -0.225 0.448 0.392
H -3.427 17.135 16.442 0.250 -0.361 0.278
H -3.645 16.213 17.976 -0.443 0.261 0.293
H -4.126 15.481 16.444 0.705 -0.097 0.030
C -6.039 12.080 22.405 2.237 -0.954 -1.401
C -4.733 12.864 22.690 -1.717 -1.160 -0.317
O -4.761 14.150 22.024 0.544 -0.109 -0.192
S -4.210 14.121 20.552 -0.411 -1.319 -2.561
C -2.567 13.511 20.640 -0.383 -0.037 0.958
O -4.895 13.143 19.717 -0.080 0.527 0.890
O -4.275 15.468 20.060 0.174 0.449 0.633
H -6.315 12.033 21.326 0.485 0.260 0.714
H -6.776 12.602 22.909 -1.909 0.328 1.184
H -5.826 11.025 22.713 -0.727 0.903 0.158
H -4.628 13.072 23.736 -0.135 0.398 0.479
H -3.932 12.202 22.442 0.970 0.238 -0.638
H -2.103 13.726 19.686 -0.052 -0.036 -0.086
H -2.625 12.420 20.853 0.263 0.944 -0.192
H -2.099 14.080 21.441 0.473 -0.202 0.042
```
Positions in Å, forces in eV/Å.

Results
total energy: -8172.9322 Ha
structure (SMILES): CCOS(C)(=O)=O.CCOS(C)(=O)=O.CCOS(C)(=O)=O.CCOS(C)(=O)=O.CCOS(C)(=O)=O.CCOS(C)(=O)=O.CCOS(C)(=O)=O.CCOS(C)(=O)=O.CCOS(C)(=O)=O.CCOS(C)(=O)=O.CCOS(C)(=O)=O
M: 1365.771 Da
Kohn-Sham gap: 0.3994 hartree
ΔE to the lowest compared entry with this formula, charge and spin: 188.58 kJ/mol